# C4H6O2

A structure of composition C4H6O2 (ωB97M-V/def2-TZVPD, the Open Molecules 2025 dataset).

Total energy   -306.383168 a.u.
Relative energy (zero: lowest compared OMol25 entry of this formula, charge and spin)   323.3 kJ/mol
E_HOMO   -8.97 eV
Kohn-Sham gap   9.900 eV
F_max   0.6 eV/Å

Element x y z (Å)
O -0.503 0.499 -0.345
H -2.191 -0.107 -1.454
H 0.573 -0.802 0.979
H 1.758 0.729 -0.756
C -0.391 -0.561 0.542
H -2.256 -1.724 1.020
O 2.767 -0.090 0.795
H 3.574 1.183 -0.548
H -2.530 1.004 -0.078
C 2.696 0.615 -0.184
C -1.665 -0.958 0.543
C -1.925 0.163 -0.428

# C4H6O2

An isolated molecule of C4H6O2 at a distorted geometry (ωB97M-V/def2-TZVPD, the Open Molecules 2025 dataset).

Total energy   -306.386379 a.u.
SMILES string   C1O[C@H]2C[C@H]2O1
Relative energy (zero: lowest compared OMol25 entry of this formula, charge and spin)   314.8 kJ/mol
E_HOMO   -9.57 eV
Kohn-Sham gap   10.675 eV
F_max   2.1 eV/Å

Element x y z (Å)
H -0.243 -2.129 -1.394
C 0.101 -1.192 -0.961
H -0.430 1.768 1.761
C -0.533 0.822 1.233
H -0.050 1.748 -0.728
O 0.285 -1.277 0.414
C 0.640 0.082 0.598
H 1.647 0.194 0.158
C -0.355 0.816 -0.256
H -1.295 0.166 1.655
O -0.872 -0.163 -1.128
H 1.104 -0.836 -1.352

# C4H6O2

An isolated molecule of C4H6O2 at a distorted geometry (ωB97M-V/def2-TZVPD, the Open Molecules 2025 dataset).

Total energy   -306.348780 a.u.
SMILES string   C1O[C@H]2C[C@H]2O1
Relative energy (zero: lowest compared OMol25 entry of this formula, charge and spin)   413.6 kJ/mol
E_HOMO   -9.72 eV
Kohn-Sham gap   10.817 eV
F_max   4.3 eV/Å

Element x y z (Å)
H 0.703 -1.919 0.372
H 2.498 0.183 0.479
H -2.040 -0.319 -0.618
C -1.482 0.240 0.136
C 0.456 -0.856 0.384
O -0.784 -0.597 1.016
C 0.593 0.011 -0.817
H -2.141 0.887 0.724
C 1.406 0.320 0.380
H 0.792 -0.206 -1.858
O -0.534 0.997 -0.610
H 0.533 1.260 0.410

# C4H6O2

A cluster of 2 separate species, C4H6O2 in total at a distorted geometry (ωB97M-V/def2-TZVPD, the Open Molecules 2025 dataset).

Total energy   -306.441412 a.u.
Relative energy (zero: lowest compared OMol25 entry of this formula, charge and spin)   170.4 kJ/mol
E_HOMO   -10.07 eV
Kohn-Sham gap   11.061 eV
F_max   1.5 eV/Å

Element x y z (Å)
C -2.984 0.077 -0.490
C 0.176 -0.138 0.539
H -0.202 0.496 1.344
H 2.014 -1.203 0.042
H 2.307 0.306 1.042
H 0.883 1.630 -0.634
O -0.538 -1.321 0.332
C 0.821 0.545 -0.632
H 0.671 0.097 -1.610
H -1.219 -1.144 -0.328
C 1.653 -0.230 0.361
O -3.583 0.883 0.036

# C4H6O2

An isolated molecule of C4H6O2 (ωB97M-V/def2-TZVPD, the Open Molecules 2025 dataset).

Total energy   -306.443221 a.u.
SMILES string   O=CC1(O)CC1
Relative energy (zero: lowest compared OMol25 entry of this formula, charge and spin)   165.6 kJ/mol
E_HOMO   -9.75 eV
Kohn-Sham gap   10.629 eV
F_max   0.7 eV/Å

Element x y z (Å)
O -2.219 0.800 0.791
C -1.087 0.992 0.414
O -1.075 -1.159 -0.713
C -0.286 -0.143 -0.151
C 1.057 -0.001 -0.768
H 1.175 -1.510 0.897
H 1.267 -0.756 -1.518
H -0.596 1.978 0.489
H 1.405 1.003 -0.981
C 0.984 -0.468 0.655
H -2.006 -0.950 -0.535
H 1.381 0.214 1.419

# C4H6O2

A cluster of 2 separate species, C4H6O2 in total (ωB97M-V/def2-TZVPD, the Open Molecules 2025 dataset).

Total energy   -306.366533 a.u.
Relative energy (zero: lowest compared OMol25 entry of this formula, charge and spin)   366.9 kJ/mol
E_HOMO   -8.83 eV
Kohn-Sham gap   9.016 eV
F_max   0.8 eV/Å

Element x y z (Å)
O -1.345 -1.309 -1.073
H 1.385 1.233 -1.647
H -1.117 0.585 -0.257
O 0.345 1.778 0.897
H 2.187 0.184 -0.460
H -0.787 -1.828 1.668
H 0.835 -0.460 -1.457
C 1.230 0.413 -0.939
C 0.293 0.892 0.124
H -0.973 0.000 1.947
C -0.848 -0.823 1.257
C -1.207 -0.664 -0.061

# C4H6O2

An isolated molecule of C4H6O2 at a distorted geometry (ωB97M-V/def2-TZVPD, the Open Molecules 2025 dataset).

Total energy   -306.414923 a.u.
SMILES string   C=CC(=O)CO
Relative energy (zero: lowest compared OMol25 entry of this formula, charge and spin)   239.9 kJ/mol
E_HOMO   -9.97 eV
Kohn-Sham gap   10.030 eV
F_max   3.4 eV/Å

Element x y z (Å)
C -0.133 0.740 0.018
C -0.848 -0.582 0.163
H 2.778 -1.001 -0.288
O 1.784 -0.763 -0.454
H -0.300 -1.456 0.512
C -2.184 -0.600 -0.193
H 1.909 0.745 1.235
C 1.456 0.619 0.152
H -2.844 -1.474 -0.053
H 1.777 1.573 -0.392
O -0.692 1.780 -0.286
H -2.702 0.419 -0.413

# C4H6O2S

An isolated molecule of C4H6O2S at a distorted geometry (ωB97M-V/def2-TZVPD, the Open Molecules 2025 dataset).

Total energy   -704.513893 a.u.
SMILES string   C=[S@]1(=O)C=CCO1
Relative energy (zero: lowest compared OMol25 entry of this formula, charge and spin)   434.9 kJ/mol
E_HOMO (alpha / beta)   -8.39 / -8.39 eV
Kohn-Sham gap (alpha / beta)   8.933 / 8.934 eV
F_max   5.2 eV/Å

Element x y z (Å)
S -1.085 -0.268 0.123
C -1.722 0.903 -0.890
H -2.476 1.491 -0.353
O -0.057 -1.333 -0.645
C 1.359 -0.038 0.706
C 1.209 -0.759 -0.637
H 2.295 0.083 1.157
H -0.888 1.513 -1.283
H -0.149 0.960 1.842
O -2.102 -1.005 0.874
H 1.477 -0.208 -1.595
C 0.192 0.289 1.219
H 1.947 -1.629 -0.519